One molecule with the formula CH3NO2S in a non-equilibrium geometry, computed with the ωB97M-V functional and the def2-TZVPD basis.

Last column: Löwdin charge in e.
Atoms and positions in Å:
C1 1.233 0.792 -0.198  -0.367
N1 -0.739 -0.875 0.669  -0.253
O1 1.718 1.889 -0.142  0.035
O2 -0.560 0.261 -1.565  -0.517
S1 -0.613 0.588 -0.126  0.838
H1 1.456 -0.269 -0.371  0.093
H2 -1.328 -0.644 1.532  0.066
H3 -1.167 -1.742 0.202  0.104

Cartesian forces (eV/Å) of the 2 atoms listed first:
-1.37 1.61 1.37
-1.86 -1.22 1.97

Results
Orbital gap in eV: 9.252
F_max in Eh/bohr: 0.058
E in Ha: -643.2458
Multiplicity: 1
ΔE to the lowest compared entry with this formula, charge and spin in kcal/mol: 42.9